The following is a quantum chemistry calculation of a cluster of 2 separate species, C4H13NO2 in total at a distorted geometry, from the OMol25 dataset.

For the energy above the lowest of the compared OMol25 structures with the same formula, charge and spin, the calculation gives 129.8 kJ/mol. The value obtained for the LUMO energy is 0.831 eV. Its SMILES is CCNCCO.O. The value obtained for the total energy is -365.39304 hartree.

```
20
Properties=species:S:1:pos:R:3:nbo_charge:R:1
C -2.10 -0.44 -1.38 -0.634
C -1.65 -1.50 -0.39 -0.201
N -0.78 -0.91 0.67 -0.682
C 0.19 0.14 0.40 -0.258
C -0.07 1.34 1.32 -0.077
O -1.41 1.42 1.80 -0.728
H -1.29 -0.13 -2.02 0.205
H -2.94 -0.81 -1.98 0.218
H -2.61 0.41 -0.92 0.223
H -2.52 -1.87 0.16 0.190
H -1.17 -2.35 -0.89 0.170
H -0.61 -1.58 1.40 0.382
H 1.17 -0.30 0.58 0.196
H 0.30 0.48 -0.63 0.203
H 0.19 2.27 0.79 0.170
H 0.59 1.24 2.19 0.149
H -1.64 0.49 1.67 0.474
O 5.24 0.52 -0.72 -0.953
H 6.08 0.90 -0.43 0.478
H 5.03 0.72 -1.62 0.475
```